*P*
C28H37Cl2CrN6O10PS as an isolated structure. Source: the OMol25 dataset; level of theory: ωB97M-V/def2-TZVPD.

```
86
C28H37Cl2CrN6O10PS ωB97M-V/def2-TZVPD
Cr -0.392 -0.018 0.129
Cl -5.318 -2.324 -0.034
Cl -3.616 -3.251 2.170
S 1.469 1.439 0.983
P 1.029 -2.248 2.328
O 1.724 -2.558 -1.259
O 6.291 -2.077 -5.418
O -1.584 -1.600 -0.006
O 5.498 -3.552 -4.060
O 3.873 2.128 -6.009
O -2.570 -3.403 -0.834
O 0.782 -0.523 -1.326
O 0.191 -1.054 1.919
O 2.927 2.823 -4.207
O 2.500 -2.247 2.146
N 1.502 -0.882 4.444
N 1.850 3.270 -0.863
N 3.395 1.942 -4.922
N 5.484 -2.471 -4.605
N 3.529 1.776 -0.794
N 0.314 -3.837 0.247
C 3.504 -1.921 -3.249
C -1.849 4.174 1.616
C 3.389 0.573 -4.385
C 2.457 0.236 -3.420
C 5.866 -1.707 -0.867
C 0.805 -2.191 4.163
C 4.369 -0.295 -4.823
C -2.592 -2.406 -0.145
C -3.779 -2.129 0.783
C -1.227 2.367 -1.559
C -2.892 1.177 1.649
C 0.309 -3.817 1.729
C 4.675 -1.716 -0.159
C -0.859 4.882 -1.243
C 2.344 2.165 -0.317
C -1.775 3.175 0.511
C -1.830 1.266 -0.780
C 6.277 -0.538 -1.494
C 5.494 0.601 -1.419
C 1.595 -1.426 -1.726
C -2.157 1.864 0.531
C -0.822 2.220 -2.992
C 2.518 -1.028 -2.851
C 4.402 -1.537 -4.223
C -1.243 3.498 -0.810
C 4.292 0.579 -0.714
C -2.888 0.469 -1.530
C 3.882 -0.579 -0.074
H -0.715 -3.942 2.082
H -0.227 5.392 -0.510
H -2.576 3.900 2.378
H -2.117 5.161 1.237
H -1.597 2.598 -3.663
H -3.858 0.803 1.301
H 2.951 -0.624 0.466
H 5.817 1.512 -1.912
H -1.747 5.506 -1.373
H 7.208 -0.509 -2.046
H -0.225 -2.118 4.502
H 4.325 -2.613 0.333
H -2.462 -0.261 -2.219
H 0.904 3.516 -0.605
H 1.466 -0.602 5.423
H 1.700 0.938 -3.107
H 5.091 -0.013 -5.576
H -3.734 -1.138 1.206
H -0.875 4.273 2.107
H 2.218 3.625 -1.735
H -0.348 -3.124 -0.114
H 3.908 2.415 -1.482
H -2.349 0.335 2.097
H -0.334 4.873 -2.200
H 6.472 -2.601 -0.935
H -3.555 -0.058 -0.851
H 0.024 -4.737 -0.129
H -3.511 1.154 -2.113
H 1.343 -2.975 4.691
H 1.209 -3.518 -0.200
H 3.578 -2.895 -2.788
H -0.653 1.173 -3.244
H 0.930 -4.633 2.096
H 0.090 2.779 -3.220
H -3.097 1.875 2.458
H 2.479 -0.966 4.135
H 1.078 -0.153 3.855
```

Computed properties:
- lowest unoccupied orbital energy (alpha / beta) (eV) = -3.459 / -3.006
- spin multiplicity = 4
- E_HOMO (alpha / beta) (eV) = -10.30 / -10.38
- charge = +1
- gap between HOMO and LUMO (alpha / beta) (Eh) = 0.2515 / 0.2710

Results of the Mulliken charge analysis, in e, for atoms 1 through 8: -0.034 -0.150 -0.206 -0.549 0.872 -0.923 -0.634 -0.574

---

*Q*
C28H37Cl2CrN6O10PS as an isolated structure. Source: the OMol25 dataset; level of theory: ωB97M-V/def2-TZVPD.

```
86
C28H37Cl2CrN6O10PS ωB97M-V/def2-TZVPD
Cr -0.437 0.659 -0.794
Cl 2.332 3.763 2.005
Cl 0.465 2.375 3.793
S 0.397 2.574 -2.140
P 2.273 -2.174 1.951
O 3.334 -6.270 -1.928
O 0.353 1.494 0.879
O 0.995 -1.944 1.233
O 6.556 -1.325 -3.852
O 2.075 -5.346 -0.447
O 2.983 0.518 -0.679
O 3.576 -2.501 1.275
O -0.775 3.378 0.447
O 6.874 -3.455 -3.759
O 1.083 -0.475 -1.351
N 2.882 -5.301 -1.374
N 2.531 2.922 -3.646
N 1.540 0.885 -3.884
N 6.236 -2.451 -3.533
N 2.621 0.464 2.094
N 2.798 -4.728 2.319
C 2.585 -2.870 -1.441
C 3.089 -1.606 -1.717
C -2.583 0.817 -0.180
C 4.518 -3.879 -2.514
C 2.111 -3.640 3.091
C -1.740 -0.447 -3.608
C -2.512 1.006 -1.580
C 3.314 4.226 -1.745
C 2.814 6.580 -3.144
C 2.790 4.192 -3.029
C 3.580 5.453 -1.161
C -2.090 -0.489 0.123
C 4.968 -2.604 -2.789
C 4.299 -1.466 -2.373
C -2.045 -1.073 1.499
C 1.563 2.079 -3.275
C -2.964 2.228 -2.310
C -1.211 -2.504 -1.281
C -1.963 -0.186 -2.151
C 0.624 3.388 2.338
C -1.740 -1.120 -1.101
C 2.535 5.355 -3.734
C 2.349 -0.403 -1.194
C -3.198 1.740 0.821
C 2.582 -0.706 3.009
C 3.333 6.628 -1.860
C 3.329 -3.970 -1.813
C -0.008 2.715 1.111
H 2.958 1.307 2.558
H 0.124 4.328 2.534
H 2.667 -3.497 4.017
H -0.929 -1.162 -3.761
H 2.115 5.302 -4.731
H 5.079 -4.751 -2.814
H -4.052 2.217 -2.410
H -2.001 -3.162 -1.650
H -4.233 1.437 1.003
H 0.900 0.190 -3.537
H 3.126 2.656 -4.418
H 1.659 -2.974 -0.896
H -0.401 -2.517 -2.010
H -1.562 -2.046 1.502
H -2.684 3.133 -1.770
H 3.594 -4.227 1.858
H -3.196 2.771 0.479
H 3.094 -5.519 2.887
H 1.781 -0.544 3.730
H -1.485 -0.430 2.181
H -0.824 -2.906 -0.346
H 1.673 0.708 1.710
H 2.321 0.570 -4.437
H 3.191 0.311 1.245
H -2.633 -0.881 -4.063
H 2.618 7.495 -3.687
H -2.675 1.700 1.777
H -3.058 -1.176 1.895
H 3.988 5.498 -0.160
H -2.531 2.286 -3.306
H 4.730 -0.490 -2.548
H -1.507 0.470 -4.150
H 3.547 7.584 -1.401
H 2.236 -5.072 1.530
H 3.537 -0.790 3.524
H 1.086 -3.926 3.309
H 3.488 3.294 -1.220
```

Computed properties:
- lowest unoccupied orbital energy (alpha / beta) (eV) = -3.227 / -3.226
- spin multiplicity = 4
- E_HOMO (alpha / beta) (eV) = -10.91 / -10.99
- charge = +1
- gap between HOMO and LUMO (alpha / beta) (Eh) = 0.2825 / 0.2853

Results of the Mulliken charge analysis, in e, for atoms 1 through 8: -0.031 -0.181 -0.163 -0.197 1.160 -0.601 0.263 -0.731

---

Which is the most stable structure? *Q* is the most stable.